*P*
# C5H14N2O

A 2-piece molecular cluster, C5H14N2O overall (ωB97M-V/def2-TZVPD, the OMol25 dataset).

Computed properties:
2S+1 = 1
Total charge = 0
Orbital gap = 8.1 eV

Element x y z (Å)
C 0.59562 -0.48596 -0.39157
C -1.31225 0.30075 -0.07090
C -0.59855 1.36121 0.59028
C 0.66249 -0.42319 -1.90933
C 1.95016 -0.11093 0.19349
N 0.27458 -1.85790 0.03079
N -1.89158 1.68220 1.66500
O -1.95477 -0.73521 0.47769
H -1.24525 -1.40477 0.74006
H -1.77599 0.60130 -1.01304
H 0.28020 -2.56172 -0.70581
H 0.86323 -2.22091 0.77242
H -1.83000 1.21806 2.56596
H -2.68104 2.32069 1.59707
H -0.53226 2.27994 0.02003
H 0.21279 1.31843 1.30228
H 2.75189 -0.79244 -0.12264
H -0.26590 -0.77307 -2.36424
H 0.87749 0.58916 -2.25085
H 1.46005 -1.07144 -2.30457
H 2.24658 0.89437 -0.10773
H 1.91250 -0.12857 1.28561

Mulliken population analysis, charges in e, atoms 1 to 2: atom 1 (C): 1.289, atom 2 (C): 0.050

*Q*
# C5H14N2O

A 2-piece molecular cluster, C5H14N2O overall (ωB97M-V/def2-TZVPD, the OMol25 dataset).

Computed properties:
SMILES string = C=C(C)NN.CCO
2S+1 = 1
Total charge = 0
Orbital gap = 8.3 eV

Element x y z (Å)
C 0.42249 1.66019 0.94022
C -0.04029 1.42084 2.35105
O -0.93165 1.59794 -0.15274
H -1.63451 2.12066 0.25148
H 1.35227 1.15515 0.68041
H 0.58354 2.70835 0.69215
H -0.89025 2.05360 2.59590
H 0.77026 1.62438 3.05456
H -0.34518 0.38326 2.49694
C 1.64220 -0.85476 -1.51900
N -0.16307 -1.21742 0.06783
C 0.26077 -1.38138 -1.25725
N -1.54785 -1.11161 0.23637
C -0.50704 -1.91849 -2.20518
H 0.32654 -0.40529 0.50085
H -1.80753 -0.11427 0.05731
H -1.77997 -1.37422 1.18872
H 2.33744 -1.20256 -0.75292
H 1.63366 0.23707 -1.50606
H 1.99735 -1.17862 -2.49384
H -1.52727 -2.19782 -2.00716
H -0.15190 -2.00500 -3.21964

Mulliken population analysis, charges in e, atoms 1 to 2: atom 1 (C): -0.409, atom 2 (C): -0.851

*R*
# C5H14N2O

One molecule with the formula C5H14N2O (ωB97M-V/def2-TZVPD, the OMol25 dataset).

Computed properties:
SMILES string = CC(C)N[C@](C)(N)O
2S+1 = 1
Total charge = 0
Orbital gap = 10.2 eV

Element x y z (Å)
C -0.83229 0.97151 0.18212
C 0.44444 -1.04986 -0.66651
C -0.02960 2.19743 -0.24336
C 0.10758 -2.33463 0.09704
C 1.79776 -0.49688 -0.22100
N -0.73230 -0.17003 -0.67416
N -0.59330 0.59684 1.53292
O -2.18283 1.33385 0.13044
H -2.60745 0.48280 -0.06402
H -0.85331 0.17854 -1.62413
H 0.58168 -1.36141 -1.71128
H -0.93678 1.36246 2.10791
H -1.20821 -0.18484 1.72970
H -0.18676 2.41469 -1.30724
H 1.04414 2.09487 -0.07243
H -0.36692 3.09150 0.29593
H -0.81182 -2.78980 -0.28941
H -0.02375 -2.15703 1.16851
H 0.90782 -3.07366 -0.02407
H 2.10317 0.34914 -0.84278
H 2.57344 -1.26360 -0.33328
H 1.80532 -0.19189 0.82912

Mulliken population analysis, charges in e, atoms 1 to 2: atom 1 (C): 0.858, atom 2 (C): 0.507

*S*
# C5H14N2O

A 2-piece molecular cluster, C5H14N2O overall (ωB97M-V/def2-TZVPD, the OMol25 dataset).

Computed properties:
SMILES string = NC[C@@H]1CCCN1.O
2S+1 = 1
Total charge = 0
Orbital gap = 9.3 eV

Element x y z (Å)
N -0.07761 0.09498 1.53042
C -1.04533 1.12722 2.05192
C -2.24718 1.05506 1.11850
C -2.08054 -0.26009 0.30585
C -0.59261 -0.62970 0.38269
C 0.19728 -0.35658 -0.87189
N -0.19458 -1.21162 -2.04907
H 0.09390 -0.49004 2.33588
H -1.27868 0.82749 3.06208
H -0.52220 2.07657 1.99403
H -2.33910 1.84498 0.35687
H -3.20192 1.10771 1.62491
H -2.80185 -0.96578 0.72609
H -2.54395 -0.18502 -0.68970
H -0.47143 -1.69103 0.66804
H 0.07931 0.73159 -1.04241
H 1.26292 -0.56609 -0.76057
H 0.54813 -1.86552 -2.22006
H -0.46450 -0.57274 -2.77840
H 5.48863 -0.06770 -2.59866
H 5.94237 0.14657 -1.13392
O 6.24892 -0.15025 -2.01260

Mulliken population analysis, charges in e, atoms 1 to 2: atom 1 (N): -0.538, atom 2 (C): -0.576

Which one sits at the bottom of the stability order? *P* does.

*P*
# C5H14N2O

C5H14N2O as an isolated structure (ωB97M-V/def2-TZVPD, the OMol25 dataset).

Computed properties:
2S+1 = 1
Total charge = 0
Orbital gap = 7.8 eV

Element x y z (Å)
C 1.67345 -1.21928 -0.25433
C 1.88656 0.11983 0.06089
N 1.52996 -2.17735 0.78029
H 2.25265 -2.12973 1.48962
H 1.42848 -3.12413 0.44341
H 1.87513 -1.58115 -1.25658
H -0.13060 -1.13716 -0.56532
H 2.35528 0.73987 -0.69302
H 0.51328 0.66178 0.12201
H 2.25336 0.35616 1.05808
C -1.29010 2.03978 -0.34732
C -0.86930 0.68789 0.17635
N -1.22312 0.48556 1.55188
C -1.12586 -0.50134 -0.64999
O -1.24144 -0.30450 -2.04729
H -2.02576 0.22642 -2.22030
H -0.85816 1.22244 2.14390
H -0.85968 -0.39871 1.89128
H -1.93465 -1.12492 -0.25359
H -0.89314 2.83967 0.28019
H -0.93503 2.18817 -1.36559
H -2.38131 2.13071 -0.34459

Mulliken population analysis, charges in e, atoms 1 to 2: atom 1 (C): -0.154, atom 2 (C): -0.779

*Q*
# C5H14N2O

One molecule with the formula C5H14N2O (ωB97M-V/def2-TZVPD, the OMol25 dataset).

Computed properties:
SMILES string = CCN[C@H](O)[C@@H](C)N
2S+1 = 1
Total charge = 0
Orbital gap = 9.7 eV

Element x y z (Å)
C 0.61096 -0.30422 -0.23256
C 0.99760 0.96237 0.56809
C -1.44684 -1.33054 -1.31990
C 0.57233 0.86873 2.02910
C -2.55619 -0.35574 -1.66349
N -0.81232 -0.55088 -0.17031
N 2.45755 1.05977 0.49058
O 1.32332 -1.42160 0.24570
H 2.19535 -1.08538 0.50576
H -1.03278 -0.99509 0.71793
H 0.85798 -0.12276 -1.29293
H 0.48364 1.81513 0.09897
H 2.75602 1.31184 -0.44576
H 2.81092 1.76118 1.13057
H -1.80818 -2.30237 -0.97189
H -0.70025 -1.41776 -2.11125
H 1.00800 -0.01354 2.49529
H -0.51086 0.80233 2.10232
H 0.90603 1.74821 2.57974
H -2.73746 -0.29881 -2.73632
H -3.47923 -0.59260 -1.13618
H -1.89558 0.46173 -0.88345

Mulliken population analysis, charges in e, atoms 1 to 2: atom 1 (C): -0.264, atom 2 (C): 0.409

*R*
# C5H14N2O

A 2-piece molecular cluster, C5H14N2O overall (ωB97M-V/def2-TZVPD, the OMol25 dataset).

Computed properties:
SMILES string = CC(C)(N)O.[H]/N=C/C
2S+1 = 1
Total charge = 0
Orbital gap = 10.4 eV

Element x y z (Å)
C 1.27914 0.07807 0.54811
C 1.42237 -0.28117 -0.92910
C 2.60224 -0.05176 1.30699
N 0.21790 -0.69027 1.28616
O 0.71132 1.34810 0.70352
H 0.05468 0.91086 1.50118
H -0.58243 -0.89892 0.68031
H 0.55205 -1.57785 1.64726
H 2.44524 0.15099 2.36627
H 0.45838 -0.20608 -1.42720
H 1.82259 -1.28721 -1.05031
H 2.09438 0.43415 -1.39908
H 3.30202 0.68719 0.92018
H 3.02598 -1.05039 1.19612
C -2.39752 1.21225 -0.60620
C -2.52260 -0.12305 -1.24772
N -2.07780 -1.17369 -0.70557
H -2.24361 -2.02067 -1.24640
H -3.05708 -0.13137 -2.20857
H -2.82007 1.98089 -1.25548
H -1.35275 1.46711 -0.42318
H -2.93443 1.22281 0.34272

Mulliken population analysis, charges in e, atoms 1 to 2: atom 1 (C): 1.401, atom 2 (C): -1.379

*S*
# C5H14N2O

One molecule with the formula C5H14N2O (ωB97M-V/def2-TZVPD, the OMol25 dataset).

Computed properties:
SMILES string = CC(C)(C)CN(N)O
2S+1 = 1
Total charge = 0
Orbital gap = 9.4 eV

Element x y z (Å)
C 0.69130 -0.17400 -0.03424
C -0.13915 1.06071 -0.51595
C 0.16828 -0.76178 1.28432
C 0.74136 -1.28372 -1.10339
C 2.14297 0.30672 0.19519
N -1.60931 1.01430 -0.63183
N -2.25879 1.35827 0.56938
O -2.02487 -0.25730 -1.15509
H -2.56825 -0.60410 -0.43172
H -3.23360 1.61436 0.40769
H -2.21596 0.65815 1.30535
H 0.23348 1.34205 -1.51055
H 0.11828 1.92280 0.11722
H 0.83347 -1.55205 1.65250
H -0.82202 -1.21217 1.16345
H 0.10380 0.00506 2.06338
H -0.20320 -1.82778 -1.18683
H 0.98342 -0.87124 -2.08949
H 1.51052 -2.02716 -0.86261
H 2.59520 0.65721 -0.73959
H 2.17963 1.13151 0.91576
H 2.77342 -0.49985 0.58705

Mulliken population analysis, charges in e, atoms 1 to 2: atom 1 (C): 2.293, atom 2 (C): -1.204

Which one sits at the bottom of the stability order? *P* does.

*P*
# C5H14N2O

C5H14N2O as an isolated structure (ωB97M-V/def2-TZVPD, the OMol25 dataset).

Computed properties:
2S+1 = 1
Total charge = 0
Orbital gap = 8.9 eV

Element x y z (Å)
C -1.21165 1.39410 -0.41064
C 1.54831 1.19646 -0.07934
N -0.27905 0.95086 0.59384
N -0.43797 1.61046 1.74715
H 0.12598 1.25386 2.50680
H -0.52391 2.62759 1.71518
H -0.83421 1.12358 -1.39645
H -2.13732 0.81232 -0.29147
H 2.04800 0.88826 0.83798
H 1.44028 2.28545 -0.05265
H 2.19766 1.12363 -0.95342
H -1.41600 2.47351 -0.36025
C -0.53102 -2.42621 0.61984
C 0.66748 -1.25417 -1.28582
C -0.61152 -1.66725 -0.69261
O -1.69699 -1.39921 -1.19356
H 0.33312 -2.12521 1.21036
H -0.43765 -3.49297 0.40169
H -1.44416 -2.27129 1.19099
H 1.13538 -0.19941 -0.65937
H 0.58165 -0.95096 -2.32576
H 1.48360 -1.95338 -1.12251

Mulliken population analysis, charges in e, atoms 1 to 2: atom 1 (C): -1.040, atom 2 (C): -1.375

*Q*
# C5H14N2O

A 2-piece molecular cluster, C5H14N2O overall (ωB97M-V/def2-TZVPD, the OMol25 dataset).

Computed properties:
SMILES string = C=CC[C@H](N)CN.O
2S+1 = 1
Total charge = 0
Orbital gap = 9.7 eV

Element x y z (Å)
N 1.96956 -0.93181 1.12248
C 0.98454 -0.22039 0.42137
C -0.15601 -0.09292 1.48767
C -1.57764 0.20446 0.68604
C -2.55382 -0.65013 0.98175
C 1.41648 1.19142 -0.24193
N 1.88484 0.83372 -1.63503
H 2.52503 -0.32563 1.77634
H 2.65391 -1.46766 0.50554
H 0.52558 -0.94944 -0.41084
H 0.11211 0.86383 1.94091
H -0.23609 -1.00514 2.01614
H -1.70891 1.03828 0.02587
H -2.63977 -1.13159 2.08466
H -3.52929 -0.74268 0.53547
H 2.24717 1.73931 0.26826
H 0.45633 1.73725 -0.36308
H 2.07643 1.65775 -2.22106
H 1.25429 0.15763 -2.12392
H -1.64515 -0.33097 -1.57441
H -2.31958 -0.61307 -2.97712
O -1.74002 -0.96224 -2.30512

Mulliken population analysis, charges in e, atoms 1 to 2: atom 1 (N): -0.624, atom 2 (C): 0.103

*R*
# C5H14N2O

A 2-piece molecular cluster, C5H14N2O overall (ωB97M-V/def2-TZVPD, the OMol25 dataset).

Computed properties:
2S+1 = 1
Total charge = 0
Orbital gap = 8.4 eV

Element x y z (Å)
C -1.16023 -0.18704 0.00317
C 0.30879 -1.11785 -1.99150
C 1.32493 1.11861 0.74795
C -0.83267 -1.35198 0.87951
C -1.91566 0.95312 0.60531
N -1.09659 -0.35000 -1.28778
N 2.75537 0.86634 0.77184
O 1.34442 -0.61936 -1.44258
H 0.97952 0.52432 -0.24222
H -1.38631 0.45406 -1.83497
H 2.91053 -0.13863 0.84623
H 3.15213 1.10853 -0.12925
H 0.10383 -0.86053 -3.04421
H 0.05672 -2.17182 -1.78676
H 1.14669 2.18708 0.60577
H 0.91171 0.84741 1.71916
H -0.89241 -1.08730 1.93077
H -1.39813 1.33280 1.48202
H -1.51959 -2.17530 0.67809
H 0.17421 -1.69955 0.65474
H -2.89594 0.60236 0.94186
H -2.07131 1.76474 -0.10717

Mulliken population analysis, charges in e, atoms 1 to 2: atom 1 (C): 0.790, atom 2 (C): -0.447

Which one sits at the bottom of the stability order? *P* does.